No. 1
Here is the molecule C20H28N4O4S at a distorted geometry from OMol25. Energies are from the ωB97M-V functional and the def2-TZVPD basis.

Values from the calculation:
HOMO, eV: -7.33
LUMO, Ha: 0.01274
Kohn-Sham gap, eV: 7.68
Max |F|, eV Å⁻¹: 1.30
Energy relative to the best compared isomer or geometry (same formula, charge and spin), kJ/mol: 257.2
Electronic energy, eV: -46180.27189
SMILES: CN(C)CCCNC(=S)N(CCCO)Cc1cc2cc3c(cc2[nH]c1=O)OCO3

Element x y z (Å)
S: 0.40 -1.86 -0.90
O: -0.77 -0.10 2.06
O: -1.82 4.32 -3.98
O: -0.42 5.34 -2.47
O: 0.08 -2.10 3.83
N: 4.66 -0.76 -0.02
N: -0.61 1.56 0.57
N: -1.30 -2.57 0.96
N: 0.90 -3.14 1.37
C: -1.76 1.58 -1.51
C: -0.77 4.11 -2.00
C: -1.81 -0.39 -0.07
C: 4.33 -1.53 -1.20
C: -1.04 0.32 0.94
C: -2.13 2.23 -2.71
C: -1.11 -2.66 4.32
C: -2.23 -2.71 3.28
C: -2.27 -1.80 0.21
C: 2.84 -1.65 1.56
C: -0.40 3.51 -0.83
C: 4.33 -1.41 1.24
C: -1.07 5.48 -3.72
C: -0.01 -2.55 0.57
C: 2.32 -3.01 1.09
C: -0.91 2.22 -0.59
C: 4.17 0.59 -0.12
C: -1.62 3.48 -2.92
C: -2.19 0.26 -1.21
C: -1.83 -3.44 1.99
H: 4.86 -2.37 1.25
H: 4.41 1.14 0.79
H: -0.15 -1.29 3.35
H: 0.25 3.99 -0.12
H: 0.69 -3.08 2.37
H: 3.08 0.66 -0.29
H: 2.46 -3.13 0.02
H: -3.19 -1.76 0.80
H: -2.72 -3.93 1.57
H: 4.77 -0.79 2.02
H: -0.85 -3.68 4.65
H: -2.79 -0.26 -1.94
H: 4.67 1.08 -0.96
H: 2.84 -3.81 1.62
H: 4.83 -1.07 -2.06
H: -2.50 -1.68 3.03
H: -0.31 5.62 -4.50
H: -3.09 -3.20 3.73
H: -1.10 -4.22 2.20
H: -0.02 2.04 1.25
H: 2.69 -1.57 2.63
H: -1.73 6.36 -3.69
H: -2.77 1.75 -3.42
H: -1.46 -2.10 5.20
H: 4.70 -2.55 -1.09
H: 3.25 -1.56 -1.42
H: -2.49 -2.29 -0.75
H: 2.25 -0.87 1.08



No. 2
Here is a 3-piece molecular cluster, C3H6O overall at a distorted geometry from OMol25. Energies are from the ωB97M-V functional and the def2-TZVPD basis.

Values from the calculation:
HOMO, eV: -7.26
LUMO, Ha: 0.01843
Kohn-Sham gap, eV: 7.76
Max |F|, eV Å⁻¹: 5.67
Energy relative to the best compared isomer or geometry (same formula, charge and spin), kJ/mol: 695.3
Electronic energy, eV: -5248.48758

Element x y z (Å)
O: -1.83 0.36 0.65
C: 1.74 0.06 0.04
C: -0.88 -0.09 -0.18
C: 0.44 0.00 0.10
H: -2.70 0.15 0.30
H: 0.02 -1.29 0.99
H: -0.18 1.32 -0.92
H: 2.22 0.81 -0.59
H: -1.17 -0.71 -1.03
H: 2.34 -0.61 0.64



No. 3
Here is C29H25As2CrN4O14S4 as an isolated structure at a distorted geometry from OMol25. Energies are from the ωB97M-V functional and the def2-TZVPD basis.

Values from the calculation:
HOMO (alpha / beta), eV: -3.56 / -3.71
LUMO (alpha / beta), Ha: 0.14017 / 0.14013
Kohn-Sham gap (alpha / beta), eV: 7.38 / 7.52
Spin multiplicity: 4
Max |F|, eV Å⁻¹: 1.85
Net charge: -2
Energy relative to the best compared isomer or geometry (same formula, charge and spin), kJ/mol: 0.0
Electronic energy, eV: -258551.24043

Element x y z (Å)
As: -2.58 -0.31 2.40
As: 2.10 1.55 2.51
Cr: 0.09 0.07 0.50
S: 2.20 2.09 -0.79
S: 3.45 -1.32 0.49
S: 2.35 -3.60 -1.07
S: -1.89 2.59 1.19
O: -3.24 -0.19 3.88
O: -3.00 -2.02 1.98
O: -0.71 1.91 0.58
O: 0.95 1.45 3.85
O: -1.96 3.98 0.79
O: -0.89 -0.35 2.18
O: -1.98 2.33 2.61
O: 3.40 1.72 -0.07
O: 2.42 2.73 -2.07
O: 3.56 1.61 3.23
O: -0.93 -4.70 -1.92
O: 1.24 0.94 -0.95
O: -1.50 -0.77 -0.48
O: 1.68 0.19 1.60
N: 0.83 -1.69 -0.07
N: -0.08 -2.54 -0.72
N: -2.10 3.10 -3.11
N: -1.16 1.14 -2.64
C: -3.66 0.55 1.02
C: -3.17 -4.76 -2.57
C: -5.62 0.55 -0.36
C: -2.32 -2.76 -1.53
C: -3.71 -0.12 -5.06
C: -4.64 -2.89 -2.21
C: -5.26 1.78 -0.90
C: 1.54 3.39 0.28
C: -3.86 2.29 -4.76
C: 0.92 5.52 1.94
C: -1.25 -1.96 -0.88
C: 2.06 -2.10 -0.18
C: -4.83 -0.06 0.61
C: -2.81 2.18 -3.85
C: -2.11 -4.07 -2.00
C: -2.66 -0.22 -4.15
C: -4.43 -4.19 -2.66
C: 1.29 4.30 2.50
C: 0.83 5.66 0.56
C: -4.11 2.42 -0.45
C: -3.58 -2.19 -1.66
C: -2.20 0.95 -3.55
C: 1.15 4.60 -0.27
C: -3.32 1.80 0.51
C: 1.61 3.24 1.67
C: 4.09 -3.71 -0.57
C: 4.61 -2.30 -0.51
C: -1.14 2.41 -2.42
C: -4.30 1.12 -5.36
H: 0.14 1.01 3.55
H: 4.60 -4.32 -1.32
H: -2.21 -1.17 -3.91
H: -0.31 -4.08 -1.45
H: 4.14 -4.19 0.40
H: -5.10 1.15 -6.08
H: -6.54 0.07 -0.69
H: -5.62 -2.43 -2.27
H: -2.39 -2.30 1.28
H: -5.10 -1.02 1.04
H: 4.65 -1.85 -1.51
H: -5.25 -4.76 -3.09
H: -2.28 4.09 -3.05
H: 5.59 -2.22 -0.03
H: -4.32 3.24 -4.99
H: 1.34 4.16 3.57
H: -5.87 2.24 -1.66
H: -2.98 -5.77 -2.92
H: 0.52 6.60 0.13
H: 1.12 4.70 -1.35
H: -3.71 -1.17 -1.32
H: 0.68 6.36 2.58
H: -3.82 3.39 -0.81
H: -0.46 2.91 -1.75
H: -4.08 -1.02 -5.53